(1)
Entry from the Open Molecules 2025 dataset: a 2-piece molecular cluster, C2H5O overall (ωB97M-V/def2-TZVPD).

The calculation puts the energy above the lowest of the compared OMol25 structures with the same formula, charge and spin at 53.1 kJ/mol. For the LUMO energy, the calculation gives 4.32 eV. The calculation puts the max |F| at 0.79 eV/A. As for the gap between HOMO and LUMO: 0.2306 Eh. The HOMO energy comes out at -1.95 eV.

Structure (ORCA input):
```
! RIJCOSX wB97M-V def2-TZVPD def2/J DEFGRID3
* xyz -1 1
O -0.79098 0.72470 0.54624
C -0.23337 1.16771 1.58137
C 1.07625 1.56586 1.78989
H -0.88218 1.36695 2.47756
H 1.36948 1.81195 2.80981
H 1.86511 1.13607 1.17281
H -1.13477 -4.23595 -5.07905
H -1.26953 -3.53729 -5.29863
*
```

(2)
Entry from the Open Molecules 2025 dataset: a 9-piece molecular cluster, H18O9 overall (ωB97M-V/def2-TZVPD).

The calculation puts the energy above the lowest of the compared OMol25 structures with the same formula, charge and spin at 136.5 kJ/mol. For the LUMO energy, the calculation gives 0.25 eV. The calculation puts the max |F| at 1.84 eV/A. As for the gap between HOMO and LUMO: 0.4221 Eh. The HOMO energy comes out at -11.23 eV. As for the structure (SMILES): O.O.O.O.O.O.O.O.O.

Structure (ORCA input):
```
! RIJCOSX wB97M-V def2-TZVPD def2/J DEFGRID3
* xyz 0 1
O 0.53352 -0.49247 0.84687
O -0.07089 -3.48653 -0.26358
O -1.32380 -0.69425 -2.19111
O 1.52752 2.71511 0.61319
O 0.37558 1.36474 -1.79467
O 3.06813 0.00311 -0.35495
O 0.09639 1.62156 2.52798
O -2.44298 -1.72531 -0.06338
O -2.08704 1.16508 0.36991
H 2.17529 2.04914 0.44930
H 0.55461 1.33338 3.32956
H -0.12577 -0.59295 0.14658
H 0.67893 2.27803 2.08090
H 3.90959 -0.13007 0.14852
H -1.83320 -2.47155 0.20067
H -0.31543 0.69528 -1.94090
H -1.70640 -1.27445 -2.82800
H 0.27884 0.33299 1.29271
H -2.73329 1.68095 -0.10506
H 0.59878 -2.96419 -0.79578
H 1.06854 0.70813 -1.63955
H -2.64154 -1.11716 0.70637
H 2.29950 -0.38278 0.14711
H -1.24916 1.38086 -0.03352
H 0.85461 2.50467 -0.06510
H 0.35857 -3.72319 0.58368
H -1.84891 -0.77815 -1.36774
*
```

(3)
Entry from the Open Molecules 2025 dataset: an isolated ion of composition C11H23FNO5P2S and charge +1 (ωB97M-V/def2-TZVPD).

For the LUMO energy, the calculation gives -3.65 eV. The calculation puts the max |F| at 1.38 eV/A. As for the gap between HOMO and LUMO: 0.3296 Eh. The HOMO energy comes out at -12.62 eV.

Structure (ORCA input):
```
! RIJCOSX wB97M-V def2-TZVPD def2/J DEFGRID3
* xyz 1 1
S -3.04850 -1.73747 -0.78013
P -5.54203 -0.03525 -0.82040
P 1.94298 0.57782 -0.14607
F -1.14879 -3.50246 -2.39828
O 2.04144 -0.49432 1.03780
O -5.85608 1.54589 -0.50447
O -6.12699 -0.78990 0.49613
O 2.11511 -0.09389 -1.44247
O 3.02468 1.69594 0.12846
N -1.56899 0.28087 -1.21285
C -3.74595 -0.11827 -0.30066
C 4.36556 1.19162 0.38535
C 1.61209 -1.47418 3.17451
C 5.37708 2.16894 -0.16960
C 0.36689 1.47004 -0.10998
C 1.37702 -0.25816 2.29472
C -0.48465 -3.28302 -1.21060
C -1.49993 -1.00325 -1.04187
C -0.23036 -1.79203 -1.05913
C -2.96285 0.74643 -1.27048
C -0.45513 1.22713 -1.38073
H -3.30480 0.40989 -2.26374
H -3.12343 1.81840 -1.29150
H 1.78487 0.62192 2.79159
H -3.55829 0.11766 0.74732
H 5.10678 2.48303 -1.17330
H 4.49689 1.08866 1.46063
H 1.25441 -1.29087 4.18324
H 4.52286 0.20796 -0.05262
H -1.06238 -3.69271 -0.38319
H -0.92968 2.17078 -1.63055
H 1.01664 -2.30047 2.78376
H 5.43559 3.03994 0.47844
H 0.16518 0.94989 -2.22779
H 6.35297 1.69212 -0.21019
H 0.33326 -1.62971 -0.14104
H 0.46517 -3.81068 -1.24414
H 0.30235 -0.15039 2.15805
H -5.11709 2.00543 -0.09705
H 2.65303 -1.77645 3.15154
H 0.62453 2.52892 -0.09419
H 0.34638 -1.46609 -1.92464
H -0.23902 1.30260 0.77622
H -7.07884 -0.64231 0.53392
*
```

(4)
Entry from the Open Molecules 2025 dataset: C46H32F5InN6OP2SSe2 as an isolated structure (ωB97M-V/def2-TZVPD).

The calculation puts the energy above the lowest of the compared OMol25 structures with the same formula, charge and spin at 71.7 kJ/mol. For the LUMO energy, the calculation gives -0.72 eV. The calculation puts the max |F| at 0.73 eV/A. As for the gap between HOMO and LUMO: 0.2578 Eh. The HOMO energy comes out at -7.73 eV.

Structure (ORCA input):
```
! RIJCOSX wB97M-V def2-TZVPD def2/J DEFGRID3
* xyz 0 1
In 0.09855 0.43205 -0.03603
Se -0.01071 -6.87974 0.36533
Se -0.41569 0.26983 -3.01084
S 0.48766 2.84465 -0.56866
P -0.09358 -1.83312 -3.04356
P -0.25467 -5.60011 -1.26326
F 2.43384 0.58535 -1.44604
F 6.37028 3.07409 -0.99957
F 5.07855 0.73195 -1.55916
F 2.23734 5.13347 -0.20156
F 4.91864 5.26646 -0.32299
O 2.00228 0.39811 1.15170
N -0.10095 -2.38456 0.79620
N 0.60549 0.57056 2.98815
N -0.15470 -3.65293 0.54094
N -2.29088 0.31261 0.23725
N -0.08365 -1.70704 -0.33997
N -0.39980 0.37157 2.12939
C 4.38631 1.82035 -1.22169
C -0.19463 -3.84314 -0.79772
C 3.12366 0.62138 4.50374
C 3.75004 2.09542 2.70577
C -3.30686 -7.53316 -3.08749
C 2.91990 4.03738 -0.53311
C 5.04329 3.00373 -0.94400
C 4.78526 2.60100 3.47399
C 1.53833 -2.20910 -3.72147
C -1.85880 -4.13403 -5.92092
C 2.37541 -5.75960 -1.98818
C -3.91244 -0.42597 1.81242
C 1.75925 -1.95468 -5.07545
C 2.22564 2.84776 -0.77169
C -4.18925 -5.41550 -2.37377
C -2.93523 -5.03698 -1.91835
C -3.12007 -3.56900 -6.02279
C -3.47234 -2.50231 -5.20741
C 3.83797 -2.83230 -3.45690
C -4.46462 -0.30824 -0.50699
C -1.59844 0.16066 2.53881
C 2.58175 -2.62626 -2.90639
C -4.37347 -6.65342 -2.96900
C -3.18629 0.16940 -0.73455
C -1.86045 -5.90526 -2.05391
C 4.17820 1.10962 5.25933
C 3.01123 -2.17485 -5.61963
C -0.94698 -3.63473 -5.00435
C 3.45470 -6.04870 -2.80349
C -2.62834 0.02249 1.50439
C 0.86924 -6.23780 -3.80359
C 1.95546 -6.51791 -4.62196
C -0.14176 -2.56123 -1.39135
C 3.24497 -6.42628 -4.12338
C 4.29728 4.12084 -0.60666
C -1.92776 0.02422 3.99074
C 5.00413 2.10234 4.75051
C -2.56893 -2.00770 -4.28379
C -1.30335 -2.57613 -4.17579
C -2.05987 -7.16896 -2.61069
C 1.78352 0.64783 2.37583
C 3.00807 1.76215 -1.14875
C 2.91249 1.11066 3.22045
C 1.07591 -5.84378 -2.48679
C 4.04765 -2.62316 -4.81010
C -4.83023 -0.61155 0.79606
H 4.08727 -6.66162 -4.76153
H 3.56000 2.47469 1.71015
H -3.45530 -8.51196 -3.52506
H -0.13608 -6.34136 -4.18838
H -1.23546 -7.87155 -2.63561
H 1.79105 -6.82725 -5.64654
H -2.85413 0.53967 4.24274
H -2.80332 -4.07718 -1.43509
H 0.94793 -1.57989 -5.68810
H -5.35443 -6.94019 -3.32712
H 2.52903 -5.49376 -0.94820
H 4.35358 0.72312 6.25510
H -5.02809 -4.74214 -2.25676
H 5.02832 -2.79234 -5.23605
H -2.02939 -1.02986 4.26037
H -4.17291 -0.64023 2.83812
H -2.85494 0.44821 -1.72631
H -1.57620 -4.95610 -6.56649
H 5.41667 3.38294 3.07119
H -2.82911 -1.15831 -3.66500
H 2.41863 -2.78011 -1.84690
H 2.46535 -0.14185 4.89714
H -4.45264 -2.05220 -5.29952
H 3.18403 -1.98057 -6.67006
H 5.81800 2.49059 5.34940
H 4.46234 -5.99742 -2.41119
H -5.82028 -0.98707 1.01774
H -1.10637 0.44604 4.56390
H 0.04964 -4.04716 -4.94112
H 4.65515 -3.14615 -2.82171
H -5.15354 -0.43615 -1.32999
H -3.82656 -3.95375 -6.74700
*
```

(5)
Entry from the Open Molecules 2025 dataset: one molecule with the formula C3H4F4 (ωB97M-V/def2-TZVPD).

The calculation puts the energy above the lowest of the compared OMol25 structures with the same formula, charge and spin at 72.8 kJ/mol. For the LUMO energy, the calculation gives 0.87 eV. The calculation puts the max |F| at 4.16 eV/A. As for the gap between HOMO and LUMO: 0.4638 Eh. The HOMO energy comes out at -11.75 eV. As for the structure (SMILES): FCC(F)(F)CF.

Structure (ORCA input):
```
! RIJCOSX wB97M-V def2-TZVPD def2/J DEFGRID3
* xyz 0 1
F 0.39256 -1.60934 -0.78279
F -1.66652 0.81734 0.76318
F 0.70631 1.76442 0.61119
F 0.55284 -0.89154 1.41845
C 0.30871 -0.54691 0.04755
C 1.15124 0.73819 -0.25878
C -1.26201 -0.33230 0.01031
H 2.14951 0.55910 -0.00641
H 1.02246 0.96270 -1.41659
H -1.72460 -1.11152 0.64828
H -1.63050 -0.35013 -1.03439
*
```

(6)
Entry from the Open Molecules 2025 dataset: one molecule with the formula C3H4FI (ωB97M-V/def2-TZVPD).

The calculation puts the energy above the lowest of the compared OMol25 structures with the same formula, charge and spin at 22.1 kJ/mol. For the LUMO energy, the calculation gives 0.39 eV. The calculation puts the max |F| at 2.48 eV/A. As for the gap between HOMO and LUMO: 0.3526 Eh. The HOMO energy comes out at -9.20 eV. As for the structure (SMILES): C/C(I)=C/F.

Structure (ORCA input):
```
! RIJCOSX wB97M-V def2-TZVPD def2/J DEFGRID3
* xyz 0 1
I 3.21160 0.31623 0.02199
F 2.02262 -2.62872 -0.04258
C 1.18960 -0.48821 -0.02342
C 0.99640 -1.79635 -0.13860
C 0.15183 0.60222 -0.01098
H 0.06298 -2.29296 0.09713
H 0.09908 1.21910 -1.01002
H -0.84593 0.04348 0.27594
H 0.35664 1.34107 0.89186
*
```